Density functional theory data (wB97M-V/def2-TZVPD) for a 4-piece molecular cluster, C51H87BrN3O3PS4 overall in a non-equilibrium geometry.

XYZ file:
```
150
Properties=species:S:1:pos:R:3:forces:R:3
C -3.2853 3.0967 -1.0883 0.401 -0.008 0.006
C -3.1663 2.5855 -0.0070 -0.537 -0.794 -0.386
C -3.3356 1.7043 1.1238 0.394 0.199 0.124
C -4.6341 1.4472 1.6059 -0.232 0.352 -0.275
C -5.8228 2.1166 0.9432 -0.379 -0.159 0.066
C -6.8479 1.1048 0.3555 0.889 0.005 -0.147
C -6.7755 1.0142 -1.1886 -1.209 -0.233 0.338
C -6.8552 -0.4496 -1.6314 0.840 0.339 -0.023
C -6.7467 -0.6755 -3.1380 0.010 -1.157 0.197
N -6.4020 -2.0955 -3.4452 0.065 0.358 0.207
C -4.8209 0.5753 2.6883 0.318 -0.339 -0.028
C -6.1440 0.2659 3.3612 0.191 0.400 0.609
C -6.6983 1.5009 4.1412 -0.079 -0.547 -0.736
C -8.1063 1.9034 3.7291 0.529 0.336 0.205
Br -6.6397 1.1139 6.0661 0.015 0.214 -0.073
C -3.7005 -0.0561 3.2135 -0.105 0.139 -0.038
C -2.4330 0.2048 2.7263 0.776 -0.143 0.102
C -2.1990 1.1004 1.6978 -0.721 0.090 -0.051
N -0.8849 1.4016 1.2257 0.096 -0.144 0.502
C -0.2203 2.4666 2.0056 0.203 0.544 -0.049
C -0.8492 3.8433 1.8604 0.105 0.471 0.295
C -0.3303 4.8229 2.9543 -0.664 -0.710 0.149
C -1.5133 5.3690 3.7778 0.184 -0.381 -0.776
C -0.0261 0.2630 1.1410 0.268 -0.301 -0.706
C 0.8789 0.1958 0.0683 -0.321 -0.200 0.189
O 0.9399 1.2526 -0.7911 0.290 -0.246 0.067
C 0.3592 1.0219 -2.0917 -0.484 0.801 -0.366
C 0.5821 2.2924 -2.9062 0.093 0.051 0.100
C -0.2300 3.4697 -2.3492 -0.153 -0.151 0.475
C 0.4388 2.0155 -4.4254 0.880 0.649 0.061
C 0.2301 3.3375 -5.1841 0.062 -0.315 0.126
C 1.7909 1.4549 -4.9236 -0.756 0.199 -0.161
C 1.7249 -0.9067 -0.0716 0.946 0.111 -0.191
P 2.9502 -1.0419 -1.4126 -0.201 -0.760 -0.317
O 4.2791 -1.5396 -0.6609 -0.034 0.598 0.234
O 3.2958 0.4396 -1.9176 0.032 -0.165 0.258
S 2.4108 -2.2383 -2.8139 -0.015 0.280 -0.163
C 1.6721 -1.9695 0.8376 0.194 0.128 0.253
N 2.5110 -3.1073 0.6601 -0.839 -0.214 -0.553
C 2.0177 -4.1681 0.3270 0.045 0.076 0.849
S 1.3469 -5.5583 0.1250 0.130 0.154 -0.605
C 0.8189 -1.9082 1.9328 -0.480 0.112 -0.105
S 0.7547 -3.1837 3.1707 0.360 -0.101 0.097
C -0.0078 -0.7810 2.0573 -0.443 0.218 0.498
S -1.0770 -0.6623 3.4694 -0.036 -0.115 -0.115
H -3.2890 3.5166 -2.0653 -0.058 0.166 0.086
H -6.2786 2.8013 1.6646 -0.104 -0.102 -0.001
H -5.4993 2.7392 0.1165 0.171 0.146 0.159
H -6.5663 0.1177 0.7226 -0.204 -0.037 0.101
H -7.8598 1.3124 0.7013 -0.034 -0.016 -0.092
H -5.8908 1.5162 -1.5800 0.094 -0.150 -0.009
H -7.6612 1.5201 -1.5888 0.232 0.238 -0.175
H -6.0014 -0.9655 -1.1714 -0.024 -0.021 -0.007
H -7.7469 -0.9224 -1.2099 -0.098 0.042 -0.154
H -5.9456 -0.0670 -3.5574 -0.256 0.308 -0.061
H -7.7000 -0.4843 -3.6322 0.103 0.425 -0.052
H -6.5606 -2.6419 -2.6053 -0.128 -0.158 -0.123
H -5.4038 -2.1631 -3.6060 -0.018 -0.034 -0.060
H -5.9349 -0.4931 4.1117 -0.053 -0.174 -0.173
H -6.8972 -0.1599 2.7017 -0.043 0.237 -0.117
H -6.0097 2.3239 3.9637 -0.052 0.124 0.374
H -8.8046 1.0727 3.8053 -0.055 0.041 0.061
H -8.0543 2.2581 2.6990 -0.175 -0.131 -0.054
H -8.4222 2.7477 4.3417 -0.257 -0.133 0.017
H -3.8047 -0.7603 4.0307 -0.043 -0.010 -0.024
H -0.1572 2.2250 3.0761 -0.147 -0.254 -0.060
H 0.8078 2.5311 1.6406 -0.012 -0.108 -0.002
H -1.9333 3.7909 1.9775 -0.005 -0.142 -0.167
H -0.6335 4.2538 0.8730 -0.172 -0.165 -0.089
H 0.2707 4.2169 3.6380 0.450 0.413 -0.050
H 0.2569 5.6231 2.5080 0.149 -0.019 0.140
H -1.2271 6.1805 4.4426 -0.099 -0.038 0.103
H -2.2869 5.6911 3.0764 -0.020 0.346 0.185
H -1.9491 4.5307 4.3258 0.010 0.171 0.259
H -0.7164 0.8680 -1.9478 0.031 -0.215 -0.026
H 0.8089 0.1783 -2.6139 0.013 -0.218 0.277
H 1.6357 2.5517 -2.7464 0.015 -0.072 -0.089
H 0.3540 4.3891 -2.2906 -0.026 0.014 -0.266
H -0.5360 3.2519 -1.3229 0.004 -0.023 -0.034
H -1.1409 3.6701 -2.9120 0.044 -0.029 -0.053
H -0.3732 1.3132 -4.6344 -0.047 0.005 0.076
H 0.3735 3.1935 -6.2561 -0.153 -0.030 -0.007
H 1.0085 4.0307 -4.8539 -0.114 0.135 -0.033
H -0.7438 3.7880 -5.0048 0.000 0.045 -0.090
H 2.5178 2.2652 -4.8333 0.181 -0.176 0.131
H 1.7125 1.2328 -5.9898 0.103 -0.296 0.066
H 2.1141 0.5844 -4.3565 0.131 -0.052 -0.139
H 5.0574 -1.3984 -1.2166 0.006 -0.118 -0.029
H 3.1811 1.0928 -1.2104 -0.078 0.108 -0.119
H -0.2848 -3.8946 2.6973 0.039 0.182 -0.119
C -0.8453 9.4461 -2.2194 -0.054 -0.094 -0.063
C -2.2970 9.0587 -1.9531 0.058 0.119 0.003
C -2.7197 9.2475 -0.4971 -0.075 -0.035 0.004
C -1.9509 8.3938 0.5122 0.082 0.028 -0.025
C -2.0133 6.8884 0.2617 -0.122 0.022 0.052
C -3.4251 6.3145 0.3414 0.099 -0.032 -0.044
H -0.1509 8.8229 -1.6534 0.010 0.019 0.011
H -0.6032 9.3281 -3.2766 0.031 0.023 0.007
H -0.6647 10.4883 -1.9485 0.019 -0.008 0.028
H -2.4627 8.0237 -2.2654 -0.021 -0.005 0.023
H -2.9449 9.6741 -2.5828 -0.022 -0.035 -0.009
H -3.7900 9.0393 -0.4109 0.007 -0.005 0.018
H -2.5980 10.3008 -0.2256 0.009 0.004 -0.019
H -2.3415 8.6034 1.5134 -0.005 -0.024 0.003
H -0.9024 8.7058 0.5299 -0.010 0.015 -0.003
H -1.3905 6.3916 1.0068 0.046 0.010 -0.019
H -1.5750 6.6456 -0.7115 0.020 0.015 0.005
H -3.8705 6.5130 1.3200 -0.037 0.059 -0.025
H -3.4115 5.2345 0.1917 -0.029 0.111 0.055
H -4.0747 6.7451 -0.4235 -0.036 0.009 0.035
C 9.2562 -3.5186 -3.1092 -0.062 0.058 0.102
C 8.5655 -4.3816 -2.0571 0.116 -0.025 -0.075
C 7.9339 -5.6493 -2.6295 -0.052 -0.039 0.056
C 6.8227 -5.4107 -3.6533 0.061 0.071 -0.043
C 5.6539 -4.5657 -3.1504 -0.098 -0.156 0.009
C 4.9051 -5.1965 -1.9809 0.007 0.143 0.044
H 8.5516 -3.1552 -3.8589 0.013 -0.014 -0.020
H 9.7213 -2.6463 -2.6469 0.025 0.001 -0.033
H 10.0379 -4.0821 -3.6226 -0.018 -0.002 -0.030
H 7.8126 -3.7870 -1.5317 -0.020 -0.031 0.008
H 9.3026 -4.6730 -1.3040 -0.030 0.011 0.032
H 7.5459 -6.2527 -1.8039 -0.014 -0.002 -0.012
H 8.7159 -6.2541 -3.0996 0.017 0.018 0.005
H 6.4419 -6.3821 -3.9839 -0.022 0.005 0.008
H 7.2435 -4.9363 -4.5448 0.016 -0.014 0.004
H 4.9515 -4.4190 -3.9745 0.011 0.072 0.005
H 6.0009 -3.5671 -2.8669 0.017 0.005 -0.033
H 4.5128 -6.1790 -2.2536 0.025 -0.018 0.020
H 4.0634 -4.5667 -1.6887 -0.011 -0.026 -0.005
H 5.5476 -5.3150 -1.1056 -0.005 -0.036 0.003
C 3.2208 -6.6979 2.7145 0.196 -0.046 0.126
C 4.4544 -7.4421 2.2124 -0.118 0.015 -0.053
C 4.3088 -8.9622 2.2589 0.087 -0.022 -0.018
C 4.1076 -9.5485 3.6570 -0.073 0.038 0.017
C 5.2105 -9.2164 4.6603 0.051 -0.118 -0.004
C 6.5793 -9.7594 4.2603 -0.012 0.101 0.069
H 3.0163 -6.9154 3.7649 0.004 -0.004 -0.001
H 3.3618 -5.6196 2.6239 -0.084 0.015 0.006
H 2.3415 -6.9708 2.1304 0.043 -0.044 0.145
H 5.3313 -7.1262 2.7844 0.018 -0.027 -0.010
H 4.6437 -7.1455 1.1764 0.033 0.008 0.008
H 5.1904 -9.4155 1.7965 -0.008 -0.016 0.010
H 3.4596 -9.2564 1.6336 -0.005 0.020 -0.002
H 4.0246 -10.6366 3.5682 0.015 -0.002 0.013
H 3.1497 -9.2083 4.0607 -0.001 0.003 -0.017
H 4.9351 -9.6412 5.6294 -0.015 0.036 0.010
H 5.2750 -8.1352 4.8097 -0.031 0.004 -0.013
H 6.5479 -10.8446 4.1425 0.003 0.002 -0.040
H 7.3233 -9.5277 5.0240 0.021 -0.025 -0.016
H 6.9278 -9.3248 3.3222 0.001 -0.025 -0.012
```
Forces are in eV/Å.

As for the total energy: -6893.6014 hartree. The calculation puts the frontier orbital gap at 8.4 eV.

These are the Löwdin partial charges, in e, on atoms 1 to 4:
1 C 0.128
2 C -0.073
3 C -0.097
4 C -0.100